{
  "formula": "NO5S3",
  "method": "ωB97M-V/def2-TZVPD",
  "orbital_gap_ev": 8.348,
  "homo_energy_ev": -5.00,
  "charge": -1,
  "lumo_energy_ha": 0.1230,
  "elements": ["N", "O", "O", "O", "O", "O", "S", "S", "S"],
  "xyz": [[1.0326, 1.1541, 1.0442], [-2.3209, -0.8021, 0.9009], [2.5496, -0.5739, 0.2273], [1.0375, 0.3344, -1.4530], [-1.5193, -0.3764, -1.4615], [-0.0084, -1.0866, 0.2823], [-0.7029, 1.6210, 0.5803], [1.2688, 0.0200, -0.0826], [-1.3369, -0.2905, -0.0378]]
}

***

{
  "formula": "C9H18N2OS",
  "method": "ωB97M-V/def2-TZVPD",
  "de_lowest_kj_mol": 499.2,
  "orbital_gap_ev": 9.684,
  "homo_energy_ev": -8.97,
  "lumo_energy_ha": 0.0262,
  "elements": ["C", "C", "C", "C", "C", "C", "C", "C", "C", "N", "N", "O", "S", "H", "H", "H", "H", "H", "H", "H", "H", "H", "H", "H", "H", "H", "H", "H", "H", "H", "H"],
  "xyz": [[-0.4654, -0.1273, -1.2369], [-1.2857, 0.6899, -1.1258], [0.0618, -1.9459, 1.0846], [0.7106, -0.9424, 1.9657], [1.1779, -1.2882, -2.6142], [-1.7496, -3.4842, 0.9847], [0.9381, 4.0974, -0.2619], [0.6458, -2.2023, -0.2985], [0.7814, -0.9036, -1.1580], [-1.6198, 3.6645, 0.6965], [-0.9405, -2.5061, 1.6228], [0.4972, 3.1321, 2.1278], [0.0227, 2.9006, 0.7735], [-2.3759, 2.9690, 0.5502], [-2.1638, 1.3286, -1.0795], [0.3313, 0.0419, 1.6481], [1.8232, -0.9183, 1.7522], [0.4935, -1.2896, 2.9468], [2.2851, -1.4784, -2.6160], [1.1496, -0.3426, -3.1426], [0.5950, -1.9741, -3.1158], [-2.3114, -2.9271, 0.1627], [-2.4215, -3.8362, 1.7931], [-1.1438, -4.3818, 0.5657], [1.9372, 3.5252, -0.6334], [0.2526, 4.3428, -1.0383], [1.1214, 4.9883, 0.3755], [1.7604, -2.4964, -0.3788], [0.0823, -2.9243, -0.7842], [1.6056, -0.1965, -0.6915], [-1.7953, 4.4848, 1.1254]]
}

***

{
  "formula": "C2H2N3P",
  "method": "ωB97M-V/def2-TZVPD",
  "de_lowest_kj_mol": 410.2,
  "orbital_gap_ev": [5.775, 5.757],
  "homo_energy_ev": [-9.69, -9.69],
  "lumo_energy_ha": [-0.1440, -0.1444],
  "elements": ["C", "C", "N", "N", "N", "P", "H", "H"],
  "xyz": [[-2.6845, 1.0559, 0.0378], [-2.8765, -1.3778, 0.0114], [-2.8009, 2.1802, 0.0952], [-3.1495, -2.5050, -0.0081], [-2.4114, -0.1840, -0.0419], [0.2441, 0.0082, 0.7851], [0.1634, -0.9111, 1.8667], [-0.4628, 0.9786, 1.4942]]
}

***

{
  "formula": "C4H4NO",
  "method": "ωB97M-V/def2-TZVPD",
  "de_lowest_kj_mol": 180.2,
  "orbital_gap_ev": 10.474,
  "homo_energy_ev": -16.45,
  "charge": 1,
  "lumo_energy_ha": -0.2195,
  "elements": ["C", "C", "C", "C", "N", "O", "H", "H", "H", "H"],
  "xyz": [[-0.0458, -0.0227, 0.0334], [0.0352, -2.3753, -1.5843], [-0.0007, -0.3046, 1.2649], [0.1565, 0.1298, -1.3415], [0.3968, -1.2689, -1.2518], [-0.0727, -3.4651, -1.8028], [-0.2233, 0.3418, 2.1397], [-0.0999, -1.2052, 1.8044], [-0.7364, 0.1160, -1.9754], [1.0028, 0.8475, -1.6182]]
}

***

{
  "formula": "C32H47BrCl6N4O4PS",
  "method": "ωB97M-V/def2-TZVPD",
  "orbital_gap_ev": 5.000,
  "homo_energy_ev": -9.67,
  "charge": 1,
  "lumo_energy_ha": -0.1717,
  "elements": ["C", "C", "C", "C", "C", "C", "C", "C", "P", "N", "O", "C", "C", "O", "O", "C", "C", "C", "C", "C", "C", "C", "S", "C", "N", "N", "C", "O", "C", "C", "N", "C", "C", "C", "Br", "C", "C", "H", "H", "H", "H", "H", "H", "H", "H", "H", "H", "H", "H", "H", "H", "H", "H", "H", "H", "H", "H", "H", "H", "H", "H", "H", "H", "H", "H", "H", "H", "H", "H", "H", "H", "H", "Cl", "C", "C", "Cl", "H", "H", "H", "H", "Cl", "C", "C", "Cl", "H", "H", "H", "H", "Cl", "C", "C", "Cl", "H", "H", "H", "H"],
  "xyz": [[5.6932, -2.0826, 4.7788], [4.3994, -2.2929, 3.7475], [4.3623, -3.6334, 2.8037], [3.0815, -3.8920, 1.8115], [1.8178, -2.8424, 1.7161], [0.5734, -3.2917, 0.6932], [-0.8230, -2.4244, 0.9994], [-1.4064, -1.3243, -0.1190], [-0.5092, -1.0948, -1.7827], [-0.5146, -2.7572, -2.5221], [-1.3852, -0.1273, -2.9268], [-2.7583, -0.4964, 0.3252], [-3.4562, 0.6639, -0.6140], [-4.3443, 0.2774, -1.5633], [-3.0924, 2.0624, -0.3224], [-2.8513, 2.8406, -1.5491], [-1.3497, 3.5643, -1.4656], [-0.4742, 3.3964, -2.8531], [1.1713, 3.4684, -2.6000], [1.6325, 4.7571, -1.6963], [2.7699, 5.6349, -2.5328], [3.9436, 6.2169, -1.5414], [5.5493, 6.4639, -2.5202], [6.4837, 4.8207, -2.6036], [7.9996, 4.7138, -2.8713], [8.4546, 3.3878, -2.8947], [7.1721, 2.6288, -2.6179], [5.9602, 3.4527, -2.4266], [-3.5145, -0.7786, 1.7900], [-2.8052, -1.9042, 2.7488], [-1.5355, -2.6835, 2.3443], [-1.0637, -3.7068, 3.3706], [-1.3719, -5.2421, 2.8028], [-0.0789, -6.2479, 2.8866], [-0.2140, -7.4405, 1.2364], [1.8322, -1.4734, 2.6177], [3.1424, -1.2148, 3.6243], [6.4980, -1.4755, 4.1640], [6.1416, -3.1295, 5.1361], [5.3872, -1.4531, 5.7448], [5.2085, -4.4435, 2.8223], [3.0865, -4.8721, 1.1520], [0.9902, -3.1261, -0.3871], [0.3939, -4.4677, 0.7918], [-1.2520, -3.3543, -2.0781], [-0.7378, -2.6243, -3.5370], [-2.2269, -0.5625, -3.2517], [-3.6524, 3.7248, -1.5381], [-2.9093, 2.2256, -2.5452], [-1.5544, 4.7333, -1.3530], [-0.7725, 3.1799, -0.4972], [-0.6745, 2.3553, -3.3708], [-0.7539, 4.2177, -3.6725], [1.6461, 3.5430, -3.6918], [1.6107, 2.4845, -2.1330], [0.7192, 5.4333, -1.3740], [2.1468, 4.3173, -0.7207], [2.2534, 6.4905, -3.1451], [3.3009, 4.9214, -3.3254], [3.6233, 7.2885, -1.1820], [4.1361, 5.5245, -0.6157], [7.1854, 1.4448, -2.5916], [-4.4766, -0.2041, 2.1447], [-3.3105, -2.1291, 3.7911], [0.0372, -3.5560, 3.7357], [-1.7423, -3.6102, 4.3483], [-2.2584, -5.6953, 3.4174], [-1.7732, -5.0728, 1.6907], [0.0126, -6.8611, 3.8792], [0.8907, -5.5836, 2.6878], [0.9371, -0.6861, 2.5615], [3.2082, -0.2655, 4.3167], [-2.6360, -7.2377, 5.0296], [-3.5796, -8.6846, 4.5948], [-4.0358, -8.6582, 3.1446], [-5.2664, -7.4045, 2.8499], [-4.4274, -8.7568, 5.2831], [-2.9297, -9.5484, 4.7642], [-4.4917, -9.6168, 2.8809], [-3.1992, -8.4798, 2.4620], [0.8909, 5.5616, -4.9859], [1.1844, 5.8920, -6.7115], [0.9409, 4.6681, -7.5800], [2.1621, 3.3994, -7.3112], [2.2082, 6.2641, -6.8168], [0.4995, 6.6949, -7.0005], [0.9995, 4.9445, -8.6367], [-0.0465, 4.2332, -7.3961], [-8.1880, 4.0009, 2.8106], [-6.5199, 3.9405, 2.1886], [-6.3381, 2.8576, 1.1368], [-6.4533, 1.2209, 1.8304], [-5.8456, 3.7949, 3.0381], [-6.3097, 4.9215, 1.7520], [-5.3452, 2.9406, 0.6857], [-7.0827, 2.9414, 0.3391]]
}

***

{
  "formula": "C27H45F14NO6S2",
  "method": "ωB97M-V/def2-TZVPD",
  "smiles": "CCN[C@@]1(CCCCCCOC(C)=O)OS(=O)(=O)O[C@@]1(CCC(F)(F)C(F)(F)C(F)(F)C(F)(F)S(F)(F)(F)(F)F)C[C@H](C)F.CCCCCC",
  "orbital_gap_ev": 9.881,
  "homo_energy_ev": -9.70,
  "lumo_energy_ha": 0.0068,
  "elements": ["C", "C", "N", "C", "C", "C", "C", "C", "C", "C", "O", "C", "C", "O", "O", "S", "O", "O", "O", "C", "C", "C", "C", "F", "F", "C", "F", "F", "C", "F", "F", "C", "F", "F", "S", "F", "F", "F", "F", "F", "C", "C", "C", "F", "H", "H", "H", "H", "H", "H", "H", "H", "H", "H", "H", "H", "H", "H", "H", "H", "H", "H", "H", "H", "H", "H", "H", "H", "H", "H", "H", "H", "H", "H", "H", "C", "C", "C", "C", "C", "C", "H", "H", "H", "H", "H", "H", "H", "H", "H", "H", "H", "H", "H", "H"],
  "xyz": [[-3.6372, -0.8967, 1.7203], [-2.5321, -1.0368, 0.6763], [-1.5632, -2.0534, 1.0458], [-0.3156, -2.1762, 0.3577], [0.8762, -1.6356, 1.1665], [0.5777, -0.3978, 2.0330], [1.5293, 0.8067, 1.8519], [0.7677, 1.9857, 1.2588], [1.6485, 3.1509, 0.8136], [0.8208, 4.0335, -0.0983], [-0.2176, 4.6545, 0.6712], [-1.3133, 4.9160, -0.1089], [-2.3695, 3.8501, -0.1411], [-1.4177, 5.9475, -0.7578], [-0.0937, -3.6893, 0.4205], [-1.1937, -4.3144, -0.5681], [-0.5993, -5.2741, -1.4416], [-2.3676, -4.7371, 0.1014], [-1.4179, -2.9730, -1.4853], [-0.3179, -2.0421, -1.1549], [0.9254, -2.6053, -1.8569], [0.6558, -3.0133, -3.2890], [1.8895, -3.6029, -3.9431], [3.0012, -2.9059, -3.5273], [2.1101, -4.8862, -3.5825], [1.9302, -3.4551, -5.4826], [1.9191, -2.1378, -5.7788], [3.1252, -3.9353, -5.8927], [0.8253, -4.2416, -6.2684], [1.3903, -5.1671, -7.0687], [0.0700, -4.9269, -5.3667], [-0.1837, -3.3552, -7.0597], [-1.2813, -4.1206, -7.2796], [-0.5895, -2.3046, -6.3092], [0.3911, -2.7674, -8.7607], [0.2788, -4.2317, -9.2968], [-1.1161, -2.4813, -9.1452], [0.5037, -1.2682, -8.2516], [1.9035, -2.9753, -8.3709], [0.8350, -2.3010, -10.1918], [-0.7124, -0.7251, -1.8307], [0.3784, 0.3371, -2.0350], [1.0829, 0.3469, -3.3741], [1.3478, 0.2969, -1.0430], [-4.5452, -1.3841, 1.3982], [-3.8737, 0.1579, 1.8119], [-3.3282, -1.2245, 2.7058], [-2.9859, -1.2852, -0.2759], [-2.0599, -0.0573, 0.5539], [-1.4313, -2.1314, 2.0397], [1.7487, -1.5155, 0.5401], [1.1308, -2.4384, 1.8468], [0.6679, -0.7025, 3.0699], [-0.4327, -0.0239, 1.9232], [1.9239, 1.1051, 2.8182], [2.3707, 0.5389, 1.2232], [0.0413, 2.3231, 1.9912], [0.1829, 1.6188, 0.4195], [2.5606, 2.8475, 0.3180], [1.8473, 3.7609, 1.6911], [0.3397, 3.3688, -0.8180], [1.4056, 4.7528, -0.6630], [-2.5471, 3.3921, 0.8248], [-2.0297, 3.0583, -0.8069], [-3.2817, 4.2406, -0.5598], [1.7548, -1.9188, -1.7782], [1.2721, -3.5045, -1.3640], [-0.1034, -3.7797, -3.3383], [0.3244, -2.1993, -3.9256], [-1.5486, -0.2429, -1.3506], [-1.0689, -0.9750, -2.8216], [-0.1094, 1.3048, -1.9488], [0.3565, 0.4662, -4.1686], [1.7491, 1.2022, -3.3773], [1.7109, -0.5179, -3.5312], [-0.0173, 2.3811, 9.0947], [-0.9539, 2.7890, 7.9607], [-0.7310, 1.9960, 6.6744], [0.6535, 2.1632, 6.0463], [1.0380, 3.6024, 5.7058], [0.1156, 4.2433, 4.6728], [1.0283, 2.5582, 8.8394], [-0.2348, 2.9530, 9.9975], [-0.1349, 1.3223, 9.3336], [-0.8493, 3.8600, 7.7679], [-1.9863, 2.6376, 8.2858], [-1.4985, 2.2781, 5.9478], [-0.8916, 0.9331, 6.8817], [0.6929, 1.5600, 5.1317], [1.4107, 1.7425, 6.7136], [2.0586, 3.6016, 5.3134], [1.0604, 4.2156, 6.6103], [0.1167, 3.6666, 3.7461], [0.4486, 5.2552, 4.4391], [-0.9116, 4.3125, 5.0337]]
}

***

{
  "formula": "C26H26CeN3O12S2",
  "method": "ωB97M-V/def2-TZVPD",
  "spin_multiplicity": 2,
  "s_squared": 0.751,
  "de_lowest_kj_mol": 15.2,
  "orbital_gap_ev": [6.221, 6.253],
  "homo_energy_ev": [-8.00, -8.03],
  "lumo_energy_ha": [-0.0653, -0.0651],
  "elements": ["Ce", "O", "C", "C", "C", "C", "C", "C", "C", "O", "N", "O", "O", "H", "H", "H", "H", "O", "C", "C", "O", "C", "C", "O", "C", "O", "O", "O", "C", "N", "C", "O", "C", "C", "C", "C", "N", "C", "H", "H", "H", "H", "H", "H", "H", "H", "C", "C", "C", "S", "O", "C", "C", "C", "H", "H", "H", "H", "H", "H", "H", "H", "H", "H", "H", "H", "H", "H", "S", "C"],
  "xyz": [[-0.2007, 0.1846, -0.1001], [-0.8405, 0.8392, 2.0674], [-1.6986, 0.4203, 2.8475], [-2.8296, -0.4027, 2.5197], [-3.7279, -0.6558, 3.5694], [-4.8456, -1.3899, 3.3345], [-5.1187, -1.9189, 2.0650], [-4.2508, -1.6968, 1.0318], [-3.0713, -0.9316, 1.2158], [-2.2593, -0.7376, 0.2312], [-5.7977, -1.6329, 4.4475], [-5.4954, -1.2122, 5.5429], [-6.7656, -2.3187, 4.1996], [-1.6142, 0.7074, 3.9045], [-3.5414, -0.2659, 4.5627], [-6.0165, -2.5049, 1.9260], [-4.4330, -2.1108, 0.0486], [3.7212, -4.7592, -1.0449], [3.0361, -3.8048, -0.8347], [2.3571, -3.4300, 0.5063], [2.4588, -4.0230, 1.5438], [1.5780, -2.1957, 0.2233], [1.7780, -1.8078, -1.0902], [1.2366, -0.7225, -1.5948], [2.6258, -2.7144, -1.8357], [2.9370, -2.6281, -3.0124], [0.8230, -1.5386, 1.0459], [3.7137, -1.4008, -5.2711], [2.5606, -1.5876, -6.0457], [1.3942, -1.1056, -5.3146], [0.2916, -0.5848, -5.9003], [0.1402, -0.4416, -7.1003], [-0.7827, -0.1914, -4.9113], [-2.1276, -0.2012, -5.2342], [-3.0560, 0.0120, -4.2231], [-2.6047, 0.1887, -2.9220], [-1.3077, 0.2286, -2.6171], [-0.4270, 0.0969, -3.6105], [3.6599, -1.9292, -4.4594], [2.4243, -2.6345, -6.3217], [2.6650, -0.9973, -6.9504], [1.4071, -1.2515, -4.3154], [-2.4258, -0.3965, -6.2576], [-4.1188, -0.0140, -4.4224], [-3.2952, 0.2578, -2.0888], [0.6110, 0.1296, -3.3165], [3.0196, 4.3586, 0.4919], [4.2875, 3.5310, 0.6732], [4.0970, 2.1834, 1.3549], [3.1778, 0.8987, 0.5388], [1.7400, 1.4335, 0.3694], [3.9278, 0.9198, -1.1021], [3.2827, 1.8683, -2.1073], [3.5866, 1.4069, -3.5272], [3.2459, 5.2796, -0.0468], [2.5954, 4.6327, 1.4608], [2.2550, 3.8147, -0.0620], [4.9923, 4.0819, 1.3011], [4.7939, 3.3962, -0.2840], [3.5807, 2.2842, 2.3138], [5.0567, 1.6984, 1.5590], [3.8594, -0.1111, -1.4502], [4.9835, 1.1470, -0.9314], [3.6338, 2.8891, -1.9440], [2.2071, 1.8800, -1.9472], [4.6553, 1.4497, -3.7483], [3.0739, 2.0278, -4.2645], [3.2633, 0.3763, -3.6708], [-1.5277, 3.9382, -1.0788], [-0.9695, 2.5983, -0.7629]]
}

***

{
  "formula": "C2H7N2O",
  "method": "ωB97M-V/def2-TZVPD",
  "smiles": "NC/[NH+]=C/O",
  "de_lowest_kj_mol": 185.2,
  "orbital_gap_ev": 10.203,
  "homo_energy_ev": -14.19,
  "charge": 1,
  "lumo_energy_ha": -0.1466,
  "elements": ["C", "C", "N", "N", "O", "H", "H", "H", "H", "H", "H", "H"],
  "xyz": [[0.0076, 0.9490, -0.4988], [0.8100, -1.0990, 0.1331], [-0.1082, -0.4975, -0.5302], [-0.8384, 1.2951, 0.6375], [0.9389, -2.3025, 0.4884], [1.0000, 1.2006, -0.1940], [-0.3120, 1.3045, -1.5326], [1.5672, -0.2932, 0.5944], [-0.9161, -0.8387, -1.0323], [-0.6675, 1.9378, 1.3681], [-1.8107, 1.3316, 0.3582], [0.3292, -2.9877, 0.2082]]
}